(1)
Formula: C23H42BrCl3GdGeN5O5S
Source: the Open Molecules 2025 dataset
Level of theory: ωB97M-V with the def2-TZVPD basis set

Last column: Mulliken spin population.
Positions of all 82 atoms, in Å:
Gd: -1.099 0.498 -1.323  6.600
N: -0.665 3.393 -0.652  0.003
N: -1.931 3.945 -0.453  0.001
C: -2.998 3.258 -0.942  0.005
N: -4.216 3.784 -0.816  0.000
N: -2.707 2.136 -1.577  0.019
N: -3.627 1.227 -2.005  0.006
O: -4.790 1.401 -1.674  -0.004
O: -2.832 -0.357 -0.819  0.194
H: -0.096 3.511 0.174  0.000
H: -0.199 3.766 -1.471  -0.001
H: -2.028 4.936 -0.301  0.000
H: -4.376 4.642 -0.319  0.000
H: -4.964 3.140 -1.039  0.000
C: 4.390 -0.678 4.470  0.019
C: 3.558 0.614 4.436  -0.021
C: 2.612 0.601 5.638  0.000
C: 4.495 1.823 4.571  -0.001
C: 2.801 0.696 3.113  0.013
C: 1.421 0.806 3.040  0.000
C: 0.832 0.839 1.797  0.001
Br: -1.106 0.950 1.633  0.009
C: 1.501 0.762 0.560  -0.019
O: 0.807 0.767 -0.542  0.056
C: 2.921 0.690 0.643  0.014
C: 3.498 0.652 1.905  -0.011
C: 3.877 0.626 -0.564  -0.002
C: 3.230 0.732 -1.951  0.001
C: 4.878 1.788 -0.456  0.000
C: 4.633 -0.711 -0.513  -0.010
H: 4.905 -0.768 5.429  -0.001
H: 5.142 -0.691 3.680  -0.003
H: 3.746 -1.550 4.338  0.009
H: 3.192 0.470 6.553  0.000
H: 1.895 -0.219 5.571  -0.002
H: 2.061 1.541 5.720  0.000
H: 5.040 1.775 5.517  -0.001
H: 3.924 2.753 4.547  0.000
H: 5.224 1.853 3.759  0.000
H: 0.802 0.865 3.925  0.000
H: 4.578 0.583 1.952  -0.002
H: 2.676 1.661 -2.072  0.001
H: 2.546 -0.091 -2.145  0.000
H: 4.020 0.703 -2.707  0.000
H: 4.349 2.743 -0.473  0.001
H: 5.573 1.762 -1.299  0.000
H: 5.462 1.742 0.465  0.000
H: 3.926 -1.544 -0.509  0.012
H: 5.251 -0.792 0.383  -0.002
H: 5.282 -0.809 -1.386  -0.001
Cl: -2.754 0.263 -5.245  0.001
C: -0.969 0.322 -5.242  0.001
Cl: -0.431 1.740 -6.131  0.000
Cl: -0.328 -1.134 -5.990  0.000
C: -0.574 0.403 -3.731  0.012
O: -0.389 1.529 -3.250  0.011
O: -0.562 -0.679 -3.099  0.026
C: -0.748 -3.629 0.514  -0.003
S: 0.155 -2.190 -0.121  0.011
C: 0.815 -2.937 -1.634  -0.020
H: -1.556 -3.910 -0.160  -0.001
H: -1.155 -3.354 1.485  0.001
H: -0.053 -4.458 0.638  0.009
H: 1.320 -3.869 -1.385  0.009
H: 1.532 -2.233 -2.050  0.008
H: 0.015 -3.102 -2.352  0.000
C: -6.307 -1.605 -2.519  0.002
Ge: -5.019 -2.081 -1.106  0.018
C: -4.962 -4.061 -0.961  0.001
C: -5.483 -1.222 0.601  0.000
C: -3.177 -1.480 -1.588  0.027
H: -7.298 -1.995 -2.283  0.000
H: -5.988 -2.016 -3.477  0.000
H: -6.363 -0.521 -2.603  0.000
H: -5.967 -4.475 -0.872  0.000
H: -4.381 -4.378 -0.094  0.001
H: -4.498 -4.480 -1.856  0.000
H: -6.445 -1.568 0.978  -0.001
H: -5.529 -0.148 0.424  0.000
H: -4.713 -1.410 1.349  0.000
H: -3.134 -1.251 -2.661  0.000
H: -2.466 -2.294 -1.390  0.003

LUMO (spin up / spin down)   0.04 / -1.25 eV
Energy relative to the best compared isomer or geometry (same formula, charge and spin)   25.0 kJ/mol
HOMO level (spin up / spin down)   -7.5 / -7.5 eV
Expectation value of S²   16.0216
2S+1   8



(2)
Formula: CH2FO4S
Source: the Open Molecules 2025 dataset
Level of theory: ωB97M-V with the def2-TZVPD basis set

Last column: Löwdin charge in e.
Positions of all 9 atoms, in Å:
O: 1.140 1.199 -0.978  -0.384
S: 0.914 0.077 -0.095  0.632
O: 2.084 -0.809 -0.140  -0.377
O: 0.765 0.691 1.408  -0.224
C: -1.034 -0.292 -0.405  -0.499
O: -1.636 0.501 0.275  -0.065
F: -1.059 -1.787 0.241  -0.265
H: -0.159 1.011 1.223  0.040
H: -1.015 -0.590 -1.528  0.142

LUMO   4.12 eV
Total charge   -1
Energy relative to the best compared isomer or geometry (same formula, charge and spin)   123.4 kJ/mol
HOMO level   -5.2 eV
SMILES   O=S(=O)(O)[C@H]([O-])F



(3)
Formula: C5H7N3
Source: the Open Molecules 2025 dataset
Level of theory: ωB97M-V with the def2-TZVPD basis set

Last column: Löwdin charge in e.
Positions of all 15 atoms, in Å:
C: -1.749 -0.327 -0.368  -0.220
C: -0.961 0.952 0.351  -0.108
C: 0.324 0.455 -0.136  -0.425
C: 1.599 0.911 -0.149  -0.066
C: 2.347 -0.285 -0.030  -0.217
H: -2.963 -0.430 -0.179  0.161
H: -1.443 -0.326 -1.502  0.136
H: -0.878 0.837 1.649  0.183
H: -1.480 2.190 0.169  0.185
H: 1.762 2.052 -0.316  0.138
H: 3.529 -0.165 0.258  0.149
H: -1.170 -2.309 -0.208  0.204
N: 1.655 -1.423 0.066  0.111
N: 0.361 -0.846 0.084  -0.167
N: -0.933 -1.288 0.310  -0.063

LUMO   0.81 eV
Energy relative to the best compared isomer or geometry (same formula, charge and spin)   626.5 kJ/mol
HOMO level   -8.5 eV



(4)
Formula: C4H12NO2
Source: the Open Molecules 2025 dataset
Level of theory: ωB97M-V with the def2-TZVPD basis set

Last column: Mulliken spin population.
Positions of all 19 atoms, in Å:
O: 1.666 0.075 -2.465  0.249
C: 2.285 0.376 -1.481  0.641
C: 1.444 0.686 -0.145  -0.111
N: 0.163 -0.070 -0.368  0.105
C: -1.138 0.656 -0.136  0.036
C: -1.281 1.001 1.378  -0.001
H: 3.443 0.466 -1.692  0.008
H: 1.941 0.372 0.789  0.029
H: 1.276 1.760 -0.163  0.071
H: 0.250 -1.024 -0.002  -0.050
H: 0.182 -0.207 -1.346  0.030
H: -2.035 0.016 -0.608  0.000
H: -1.082 1.582 -0.847  -0.015
H: -0.416 1.554 1.709  -0.003
H: -1.461 -0.016 1.882  -0.002
H: -2.225 1.473 1.500  -0.003
H: -1.420 -2.923 1.344  -0.002
H: -0.667 -3.249 0.027  -0.003
O: -0.924 -2.528 0.626  0.019

LUMO (spin up / spin down)   0.14 / 0.07 eV
Energy relative to the best compared isomer or geometry (same formula, charge and spin)   202.1 kJ/mol
HOMO level (spin up / spin down)   -3.4 / -7.7 eV
Expectation value of S²   0.7531
2S+1   2